{
  "formula": "ArH26O13",
  "method": "the ωB97M-V functional and the def2-TZVPD basis",
  "symbols": ["Ar", "O", "H", "H", "O", "H", "H", "O", "H", "H", "O", "H", "H", "O", "H", "H", "O", "H", "H", "O", "H", "H", "O", "H", "H", "O", "H", "H", "O", "H", "H", "O", "H", "H", "O", "H", "H", "O", "H", "H"],
  "xyz": [[0.094, -0.307, 0.059], [-1.093, 0.984, -3.273], [-0.949, 1.459, -2.454], [-0.213, 0.791, -3.596], [-1.092, 2.487, 1.914], [-1.484, 2.428, 1.043], [-1.659, 1.952, 2.469], [1.882, -0.807, 2.901], [0.994, -0.450, 2.877], [1.810, -1.591, 3.445], [0.963, -4.291, 1.150], [0.500, -3.534, 1.510], [1.802, -4.300, 1.610], [3.205, 1.758, 0.035], [3.530, 2.642, 0.207], [2.514, 1.625, 0.684], [-1.924, -1.635, -3.708], [-1.139, -1.809, -4.227], [-1.799, -0.746, -3.376], [1.688, -0.148, -3.001], [1.712, 0.751, -2.673], [1.610, -0.689, -2.215], [-1.128, -0.715, 3.517], [-0.888, -0.424, 4.397], [-1.901, -0.196, 3.295], [1.641, 2.767, -2.276], [0.991, 3.446, -2.093], [1.981, 2.523, -1.415], [-2.370, -3.472, 0.927], [-1.941, -3.482, 1.783], [-1.655, -3.350, 0.302], [-1.965, 2.300, -0.856], [-2.842, 2.576, -1.122], [-1.384, 2.975, -1.207], [-0.820, -3.091, -1.410], [-1.367, -2.690, -2.085], [-1.205, -3.957, -1.272], [1.645, 2.793, 2.537], [1.473, 2.652, 3.468], [0.780, 2.774, 2.127]],
  "multiplicity": 1,
  "relative_energy_kj_mol": 95.8,
  "total_energy_ha": -1521.2209,
  "charge": 0,
  "e_homo_ev": -11.027
}